{
  "formula": "C27H39BN3O5PS3",
  "method": "ωB97M-V/def2-TZVPD",
  "symbols": ["C", "C", "C", "C", "C", "C", "S", "C", "C", "C", "P", "N", "C", "N", "C", "C", "C", "O", "C", "O", "C", "B", "O", "C", "C", "C", "C", "C", "C", "S", "C", "S", "N", "C", "C", "O", "C", "C", "C", "O", "H", "H", "H", "H", "H", "H", "H", "H", "H", "H", "H", "H", "H", "H", "H", "H", "H", "H", "H", "H", "H", "H", "H", "H", "H", "H", "H", "H", "H", "H", "H", "H", "H", "H", "H", "H", "H", "H", "H"],
  "xyz": [[0.6022, -0.1910, 4.8858], [-1.0454, -0.0401, 5.1324], [-1.9020, -1.2041, 4.3422], [-3.3913, -0.6701, 3.8091], [-3.1809, -0.4103, 2.1727], [-3.1611, -1.7768, 1.2108], [-3.3838, -3.5205, 1.9149], [-2.9054, -1.5423, -0.3928], [-2.6844, -0.0096, -1.0276], [-2.7145, 1.3396, -0.0809], [-2.4637, 3.0396, -0.9210], [-3.8266, 3.4233, -1.7697], [-2.9598, 1.1151, 1.5307], [-2.9635, 2.2619, 2.5172], [-1.5754, 2.8423, 2.6735], [-4.0113, 3.3069, 2.2065], [-3.7496, 4.8789, 2.6967], [-5.1112, 2.9530, 1.5036], [-2.4181, 0.0718, -2.6777], [-3.0581, 0.9565, -3.4361], [-1.3637, -1.0980, -3.2437], [-0.1591, -0.7694, -4.3049], [0.9606, -1.6457, -4.7087], [-0.0626, 0.7480, -5.0182], [1.0719, 1.5542, -4.1076], [-1.6063, -2.4814, -2.6643], [-0.7182, -3.8029, -3.0516], [0.3536, -4.0454, -1.8415], [1.9311, -3.8976, -2.2333], [2.7535, -2.9596, -0.8206], [4.2910, -2.0507, -1.3774], [5.2210, -2.6069, -2.6972], [4.6770, -0.8067, -0.5506], [4.4530, 0.4677, -1.3329], [5.0788, 1.7828, -0.5748], [6.4606, 1.5871, -0.0604], [6.4032, 0.4411, 0.9007], [6.0811, -0.9258, -0.0021], [-2.7948, -2.7773, -1.5192], [-3.5737, -3.8620, -1.5163], [0.8280, 0.2844, 3.8242], [0.9317, -1.3306, 4.8200], [1.2264, 0.3830, 5.7112], [-1.3207, 1.0575, 4.8335], [-1.1926, -0.1699, 6.2902], [-1.2323, -1.5163, 3.4058], [-2.0581, -2.1570, 5.0393], [-3.6573, 0.3495, 4.3424], [-4.1916, -1.4930, 4.0418], [-2.2798, -3.7657, 2.7860], [-1.3939, 2.8965, -1.8782], [-2.2816, 4.1436, 0.0101], [-4.5515, 2.6669, -1.6353], [-0.7922, 1.9620, 2.4859], [-1.3377, 3.2465, 3.7605], [-1.3122, 3.7111, 1.9345], [-4.7837, 5.4535, 2.7449], [-3.0387, 5.4147, 1.9032], [-3.2076, 4.8630, 3.7533], [1.7483, -1.4336, -4.1273], [0.3326, 0.6241, -6.1379], [-1.0882, 1.2935, -5.0929], [0.9139, 1.2521, -2.9659], [2.1835, 1.1911, -4.3560], [0.9782, 2.7177, -4.1758], [-0.2884, -3.8327, -4.1339], [-1.4812, -4.7215, -2.9924], [0.2023, -5.0946, -1.3373], [0.1355, -3.2173, -1.0100], [2.1582, -3.4785, -3.2993], [2.4080, -4.9918, -2.2039], [4.9189, 0.2944, -2.4042], [3.2800, 0.6319, -1.3836], [4.4374, 2.1696, 0.3331], [5.1444, 2.6459, -1.3697], [5.5512, 0.6780, 1.6832], [7.4576, 0.3622, 1.4070], [6.8627, -0.9302, -0.8902], [6.2367, -1.8354, 0.7181]],
  "smiles": "CCCCc1c(S)c2c(c([PH2]=N)c1N(C)C(C)=O)C(=O)C(B(O)CC)=C(CCCSC(=S)N1CCOCC1)C2=O",
  "homo_lumo_gap_ev": 6.103,
  "e_lumo_ev": -1.9,
  "total_charge": 0,
  "max_force_ha_per_bohr": 0.1657,
  "homo_ev": -8.0
}

=====

{
  "formula": "C27H39BN6S3ScTe4",
  "method": "ωB97M-V/def2-TZVPD",
  "symbols": ["Sc", "C", "C", "C", "C", "N", "N", "B", "N", "N", "C", "C", "C", "C", "C", "S", "C", "C", "C", "C", "N", "N", "C", "C", "C", "C", "C", "S", "C", "C", "C", "C", "C", "S", "C", "C", "C", "C", "H", "H", "H", "H", "H", "H", "H", "H", "H", "H", "H", "H", "H", "H", "H", "H", "H", "H", "H", "H", "H", "H", "H", "H", "H", "H", "H", "H", "H", "H", "H", "H", "H", "H", "H", "H", "H", "H", "H", "Te", "Te", "Te", "Te"],
  "xyz": [[0.0028, -0.0803, 0.0157], [-4.1256, -3.6376, -0.3943], [-2.8352, -3.8808, 0.3149], [-2.4628, -5.1094, 0.7650], [-1.2115, -5.2815, 1.4047], [-0.4103, -4.2664, 1.6047], [-0.7692, -3.0474, 1.1700], [0.2453, -1.8920, 1.4443], [1.7129, -2.4451, 1.2382], [2.3629, -2.8226, 2.3306], [3.6172, -3.1947, 2.2411], [4.2505, -3.2887, 0.9844], [3.5940, -2.8874, -0.1492], [4.2318, -2.9100, -1.4948], [2.2739, -2.3889, 0.0250], [1.4205, -1.6765, -1.3105], [4.3218, -3.4541, 3.5690], [3.6663, -4.6437, 4.2680], [5.8067, -3.7380, 3.3699], [4.1645, -2.2026, 4.4386], [0.2229, -1.4646, 2.9282], [-0.4251, -2.2382, 3.7996], [-0.3550, -1.9507, 5.0761], [0.4386, -0.8710, 5.5306], [1.0975, -0.0686, 4.6382], [1.9419, 1.0864, 5.0473], [0.9294, -0.3745, 3.2581], [1.5627, 0.6545, 2.0237], [-1.1476, -2.8226, 6.0293], [-1.8180, -3.9714, 5.2772], [-0.2081, -3.4002, 7.0931], [-2.2189, -1.9473, 6.6961], [-1.9081, -2.8142, 0.5185], [-2.2779, -1.2632, -0.1532], [-0.7511, -6.6577, 1.8470], [0.5742, -6.5704, 2.5886], [-1.8086, -7.2782, 2.7689], [-0.5869, -7.5259, 0.5928], [-4.7109, -4.5528, -0.4390], [-3.9401, -3.2778, -1.4070], [-4.7052, -2.8664, 0.1128], [-3.1111, -5.9614, 0.6214], [5.2716, -3.6312, 0.9150], [5.2476, -3.2906, -1.4299], [4.2448, -1.9087, -1.9268], [3.6565, -3.5366, -2.1775], [3.7257, -5.5493, 3.6642], [2.6157, -4.4340, 4.4643], [4.1654, -4.8375, 5.2174], [5.9787, -4.6533, 2.8029], [6.2860, -3.8649, 4.3395], [6.3102, -2.9164, 2.8607], [3.1119, -1.9853, 4.6140], [4.6249, -1.3330, 3.9682], [4.6492, -2.3624, 5.4017], [0.5175, -0.6817, 6.5927], [1.9724, 1.1816, 6.1295], [1.5669, 2.0118, 4.6068], [2.9577, 0.9555, 4.6711], [-1.0792, -4.5984, 4.7780], [-2.5074, -3.6075, 4.5162], [-2.3765, -4.5848, 5.9848], [0.6016, -3.9660, 6.6303], [-0.7602, -4.0740, 7.7483], [0.2337, -2.6267, 7.7210], [-2.9010, -1.5367, 5.9487], [-1.7778, -1.1163, 7.2470], [-2.8004, -2.5398, 7.4024], [0.4897, -5.9365, 3.4701], [1.3582, -6.1503, 1.9620], [0.8776, -7.5687, 2.9048], [-1.9745, -6.6604, 3.6507], [-1.4740, -8.2599, 3.1031], [-2.7647, -7.4159, 2.2651], [0.1418, -7.0904, -0.0912], [-1.5278, -7.6462, 0.0561], [-0.2380, -8.5198, 0.8728], [-1.8637, 1.0684, 2.0118], [-2.4180, 2.7093, 4.0686], [-4.3857, 1.1346, 2.8570], [-1.5581, 2.4634, -0.2049]],
  "homo_lumo_gap_ev": 5.618,
  "e_lumo_ev": -4.0,
  "total_charge": 1,
  "max_force_ha_per_bohr": 0.0191,
  "homo_ev": -9.6
}

=====

{
  "formula": "C27H39BaN2O5",
  "method": "ωB97M-V/def2-TZVPD",
  "symbols": ["O", "C", "C", "H", "H", "C", "H", "H", "C", "H", "H", "H", "C", "H", "H", "H", "Ba", "C", "C", "C", "H", "C", "C", "H", "H", "H", "H", "C", "C", "C", "H", "C", "C", "H", "H", "H", "H", "O", "C", "C", "H", "H", "C", "H", "H", "C", "H", "H", "H", "H", "C", "C", "C", "C", "C", "C", "O", "N", "C", "O", "N", "C", "O", "H", "H", "H", "H", "H", "H", "H", "H", "H", "H", "H"],
  "xyz": [[0.6124, -2.1541, -2.8564], [-0.6040, -2.9443, -2.9461], [0.0180, -4.0716, -3.7872], [-1.3961, -2.2989, -3.3815], [-0.8823, -3.2995, -1.9289], [1.2129, -3.1045, -3.9760], [-0.5012, -4.4263, -4.6925], [0.2354, -4.9324, -3.1154], [1.4707, -2.5864, -5.4223], [0.6308, -2.0489, -5.8725], [1.7239, -3.4325, -6.1087], [2.3656, -1.9315, -5.4852], [2.5716, -3.4744, -3.4577], [2.4875, -4.0438, -2.5233], [3.1093, -2.5226, -3.2750], [3.1474, -4.0558, -4.2003], [-0.2456, -1.3895, -0.3039], [1.8101, -1.6544, 1.9810], [1.0069, -2.5039, 2.8054], [0.8775, -3.7506, 2.1404], [0.6119, -2.2130, 3.7890], [1.5676, -3.6562, 0.8874], [2.1686, -2.3607, 0.7955], [2.7273, -1.9331, -0.0565], [2.0708, -0.6110, 2.1746], [0.3685, -4.6321, 2.5432], [1.6601, -4.4631, 0.1522], [0.0828, 3.5119, 0.8457], [1.4954, 3.4072, 0.7338], [1.8228, 3.3214, -0.6470], [2.2091, 3.4772, 1.5449], [0.6013, 3.3534, -1.3846], [-0.4808, 3.4032, -0.4625], [-1.5552, 3.3895, -0.7014], [-0.4920, 3.6513, 1.7549], [2.8144, 3.1811, -1.0848], [0.5263, 3.3532, -2.4676], [1.5442, 1.0492, -4.6860], [2.2919, 1.2235, -3.3969], [1.4220, 0.6095, -2.2849], [2.4961, 2.3138, -3.2419], [3.2698, 0.7106, -3.4809], [-0.0026, 0.8384, -2.7884], [1.5435, 1.0169, -1.2837], [1.6058, -0.4644, -2.2426], [0.1601, 1.1040, -4.3069], [-0.3599, 1.7140, -2.2572], [-0.7561, 0.0783, -2.5227], [-0.2616, 2.1112, -4.5134], [-0.3657, 0.3141, -4.8593], [-2.2378, -0.2832, 5.4305], [-2.9812, 0.7834, 4.6338], [-2.1541, 1.6196, 3.6189], [-3.0419, 2.7162, 3.0128], [-4.3568, 2.2752, 2.3962], [-1.0494, 2.3584, 4.4195], [-1.2818, 3.2941, 5.1808], [0.2222, 1.8672, 4.2815], [0.7313, 1.1191, 3.2179], [1.9613, 1.0585, 3.1098], [-0.1815, 0.5860, 2.3590], [-1.5074, 0.7143, 2.5070], [-2.1902, 0.0398, 1.6741], [-1.7151, -0.9874, 4.7641], [-2.9798, -0.8485, 6.0187], [-1.5213, 0.1696, 6.1360], [-3.8282, 0.3321, 4.1023], [-3.4122, 1.5132, 5.3342], [-3.2754, 3.4358, 3.8043], [-2.4753, 3.2809, 2.2628], [-5.1367, 2.1054, 3.1475], [-4.7422, 3.0514, 1.7233], [-4.2070, 1.3557, 1.8257], [0.9232, 2.2698, 4.8935]],
  "de_lowest_kcal_mol": 64.2,
  "homo_lumo_gap_ev": 4.335,
  "e_lumo_ev": 1.3,
  "total_charge": -1,
  "max_force_ha_per_bohr": 0.0603,
  "homo_ev": -3.0
}